Record 1
C3H9NO3 | ωB97M-V/def2-TZVPD

Summary:
**E_LUMO**: 0.556 eV
**SMILES string**: NC(=O)CCO.O
**Calculated total energy**: -400.14756 Eh
**HOMO-LUMO gap**: 0.378 Eh
**Maximum force**: 0.0812 Eh/bohr
**HOMO**: -0.357 hartree
**Spin multiplicity**: 1

Geometry (Å):
1 H -2.028 -1.851 -0.582
2 O -3.008 0.546 -0.480
3 C -0.640 -0.081 -0.762
4 C -1.875 0.835 -0.215
5 C -0.982 -1.613 -0.444
6 O 4.524 1.354 0.454
7 H -0.566 0.053 -1.836
8 H 0.456 -2.936 -0.881
9 H 0.268 0.424 -0.329
10 H -2.495 1.474 1.639
11 H -0.802 1.876 1.319
12 O -0.352 -2.611 -1.291
13 H -0.694 -1.840 0.679
14 N -1.635 1.346 1.044
15 H 4.351 1.842 1.300
16 H 5.477 1.182 0.384



Record 2
C47H46I2N5O3PRe | ωB97M-V/def2-TZVPD

Summary:
**E_LUMO (alpha / beta)**: 0.169 / -0.134 eV
**Calculated total energy**: -3333.03029 Eh
**HOMO-LUMO gap (alpha / beta)**: 0.195 / 0.184 Eh
**Maximum force**: 0.0539 Eh/bohr
**HOMO (alpha / beta)**: -0.189 / -0.189 hartree
**Spin multiplicity**: 2

Geometry (Å):
1 C 2.730 -2.179 4.092
2 C 3.392 0.885 -2.593
3 C 1.917 -1.889 3.004
4 H 4.523 0.388 -5.773
5 C 4.773 1.207 0.312
6 H 0.625 3.536 -1.284
7 H -4.237 0.894 -3.021
8 N -0.425 1.831 -1.784
9 C 4.604 2.318 -0.730
10 C 4.493 0.782 -4.760
11 C 0.066 -5.737 1.011
12 C 5.437 2.115 -3.037
13 C -0.705 -3.728 -2.620
14 H 2.353 -1.864 -2.693
15 H 0.486 -0.942 -5.231
16 H 0.134 1.903 -2.624
17 C -4.987 0.581 0.259
18 C -3.478 1.095 2.241
19 H 5.543 2.872 -0.765
20 H 0.592 -0.122 -3.664
21 H 6.270 1.963 -5.012
22 I -2.425 6.663 2.501
23 H 2.882 -0.875 -5.511
24 C -3.771 2.532 2.586
25 C -2.237 -5.095 0.739
26 C -0.604 2.739 2.627
27 C -5.057 1.910 4.538
28 H 3.665 -2.372 -3.766
29 C 2.126 -2.530 5.286
30 H 3.345 4.067 -1.074
31 H -5.619 2.212 5.412
32 O 1.339 -1.379 0.777
33 H -2.695 -1.253 -1.976
34 C -4.926 0.536 4.209
35 C 3.533 3.324 -0.289
36 N -0.662 -1.766 -1.529
37 C -0.390 3.175 -1.164
38 H -1.152 -2.368 4.367
39 H 2.609 2.801 -0.051
40 C -3.726 0.900 0.748
41 C -4.218 0.131 3.125
42 C 1.060 -0.217 -4.641
43 H 1.019 0.749 -5.156
44 C -0.751 3.293 0.302
45 H 1.084 -3.018 -1.559
46 H 2.734 -2.749 6.156
47 O 3.527 -1.344 1.297
48 H -0.497 -4.690 -3.062
49 H 0.829 -6.507 1.041
50 C 0.060 -2.889 -1.874
51 H 5.605 0.546 0.053
52 C -1.323 4.506 0.670
53 H -5.416 -0.206 4.831
54 H -2.635 -2.978 0.869
55 C -1.261 -6.082 0.772
56 C 0.415 -4.412 1.217
57 I -0.031 1.437 4.156
58 C -0.554 -3.409 1.168
59 H 6.222 2.779 -2.687
60 C -1.756 1.465 -2.308
61 C 4.430 1.758 -2.145
62 H -2.121 2.285 -2.932
63 Re 0.864 0.369 -0.753
64 C -5.182 0.563 -1.115
65 C 5.473 1.660 -4.340
66 H 4.967 1.640 1.298
67 H -1.308 4.191 4.037
68 H 3.873 0.606 0.375
69 C 0.733 -2.597 5.378
70 C -2.884 1.153 -1.360
71 H -3.274 -5.361 0.564
72 N -1.926 -3.102 -2.736
73 C 3.470 0.364 -3.918
74 H -1.045 3.837 -1.735
75 H -6.152 0.326 -1.533
76 H -1.532 -7.119 0.614
77 H -4.638 3.938 3.896
78 C 2.421 -1.517 1.667
79 H -2.723 -3.444 -3.237
80 C -1.880 -3.762 0.928
81 H 3.865 3.854 0.611
82 H -3.366 3.287 1.919
83 H 3.808 -2.125 3.987
84 P -0.230 -1.601 1.459
85 C -1.160 3.951 2.992
86 C 0.537 -1.957 3.089
87 C -4.488 2.885 3.681
88 H -4.154 -0.928 2.885
89 C -1.541 4.833 1.996
90 O 0.077 1.140 1.022
91 C -4.119 0.875 -1.942
92 H -2.397 0.936 2.368
93 C 2.634 -2.007 -3.734
94 N -2.691 1.150 -0.056
95 C -0.071 -2.316 4.285
96 H -1.591 5.214 -0.108
97 H 0.274 -2.869 6.322
98 C -0.397 2.332 1.285
99 H 1.452 -4.160 1.420
100 H 1.984 -2.769 -4.178
101 H -5.799 0.393 0.950
102 H -1.592 0.608 -2.965
103 C -1.853 -1.927 -2.063
104 N 2.280 0.565 -1.809
105 C 2.519 -0.684 -4.498



Record 3
C5H12N2O2 | ωB97M-V/def2-TZVPD

Summary:
**E_LUMO**: 0.894 eV
**Calculated total energy**: -457.65203 Eh
**HOMO-LUMO gap**: 0.316 Eh
**Maximum force**: 0.0332 Eh/bohr
**HOMO**: -0.283 hartree
**Spin multiplicity**: 1

Geometry (Å):
1 H 0.793 -1.041 1.789
2 C -0.501 -1.301 0.081
3 H -0.883 -1.624 2.174
4 H -1.596 -3.128 0.060
5 N 1.845 2.544 0.212
6 N -0.863 0.747 -0.285
7 O 0.546 -1.555 -0.678
8 C 0.186 1.315 -1.113
9 H 0.410 0.680 -1.990
10 H -1.746 1.180 -0.539
11 C 1.470 1.358 -0.298
12 H -2.595 -1.684 0.198
13 O 2.126 0.334 -0.056
14 C -0.262 -1.017 1.520
15 H 1.273 3.361 0.091
16 H -1.832 -2.121 -1.371
17 H 1.333 -0.918 -0.437
18 C -1.717 -2.099 -0.290
19 H -0.045 2.323 -1.479
20 H 2.605 2.571 0.874
21 H -0.549 0.076 1.537



Record 4
C23H16BCl3N13O4Sr | ωB97M-V/def2-TZVPD

Summary:
**E_LUMO (alpha / beta)**: -0.273 / -4.792 eV
**Calculated total energy**: -3335.04549 Eh
**HOMO-LUMO gap (alpha / beta)**: 0.322 / 0.156 Eh
**Maximum force**: 0.0137 Eh/bohr
**HOMO (alpha / beta)**: -0.332 / -0.332 hartree
**Spin multiplicity**: 2

Geometry (Å):
1 C 4.444 2.725 -3.013
2 N 1.406 3.783 4.196
3 C -1.990 1.249 -1.969
4 C -4.183 -1.466 2.233
5 N -1.985 -1.198 1.858
6 H 2.175 -2.990 0.354
7 Sr 0.298 0.048 1.656
8 H 6.089 1.499 -2.416
9 Cl 1.862 -2.384 7.264
10 N -2.832 -1.757 -1.787
11 N 0.897 -1.532 3.914
12 N 0.305 1.640 3.672
13 C 3.114 1.812 -0.804
14 C -1.517 2.449 -0.195
15 H -4.418 -4.217 -3.211
16 N 5.167 3.229 -4.200
17 O 1.477 2.057 0.887
18 N -1.725 0.427 -0.930
19 C -3.361 -3.002 -1.711
20 H -2.261 0.837 -2.923
21 H -3.898 -1.994 -4.748
22 H -0.851 -2.892 -2.691
23 C 1.008 4.918 3.724
24 H 2.702 3.877 -3.468
25 C -3.642 -2.178 -3.716
26 O 4.576 3.991 -4.938
27 H -5.129 -1.568 2.733
28 H -3.297 -3.579 -0.803
29 C 0.975 -3.373 -1.502
30 C 1.303 -2.825 -0.258
31 C 3.158 3.180 -2.782
32 H -2.636 -1.208 3.834
33 C 4.400 1.358 -1.075
34 C -1.869 2.554 -1.544
35 N -2.991 -1.256 -3.033
36 C 2.380 1.308 0.407
37 N -2.617 -1.334 0.665
38 O 2.645 0.166 0.859
39 B -1.921 -1.129 -0.736
40 C -2.915 -1.283 2.794
41 C -3.908 -3.312 -2.931
42 C -3.942 -1.482 0.879
43 C -0.226 -2.781 -1.822
44 H 4.851 0.634 -0.410
45 H -2.027 3.444 -2.128
46 C 5.086 1.823 -2.183
47 N -1.433 1.180 0.166
48 N -0.572 -1.938 -0.826
49 C 2.496 2.719 -1.656
50 H 1.493 3.054 -1.428
51 C 0.404 -2.535 6.273
52 O 6.287 2.805 -4.399
53 H -4.624 -1.592 0.054
54 Cl -0.049 -4.227 6.078
55 Cl -0.928 -1.612 6.984
56 N 0.738 5.992 3.345
57 C 0.744 2.690 3.874
58 H -1.322 3.225 0.527
59 N 0.375 -1.973 0.143
60 H 1.528 -4.087 -2.084
61 C 0.687 -1.970 4.950



Record 5
C45H86NO33P | ωB97M-V/def2-TZVPD

Summary:
**E_LUMO**: -0.402 eV
**SMILES string**: O=[N+]([O-])c1ccccc1.COP(=O)(OC)OC.CCOC(=O)OC.CCOC(=O)OC.CCOC(=O)OC.CCOC(=O)OC.CCOC(=O)OC.CCOC(=O)OC.CCOC(=O)OC.CCOC(=O)OC.CCOC(=O)OC
**Calculated total energy**: -4645.29656 Eh
**HOMO-LUMO gap**: 0.340 Eh
**Maximum force**: 0.0782 Eh/bohr
**HOMO**: -0.355 hartree
**Spin multiplicity**: 1

Geometry (Å):
1 O -1.815 -6.146 0.233
2 H 4.065 -2.009 -1.018
3 H -3.739 2.331 0.451
4 C 1.140 -0.757 4.622
5 O -2.222 -1.837 1.271
6 C -1.250 2.374 4.039
7 C -0.061 -1.424 -2.215
8 H 2.562 -2.052 -5.505
9 H -6.321 -2.248 -0.403
10 O -2.557 -1.488 4.628
11 H -2.458 2.070 -1.408
12 H -1.654 -2.507 -6.633
13 H 5.093 -0.665 -0.405
14 H -2.299 3.805 -3.679
15 C -1.224 4.893 0.138
16 H 1.686 -1.603 5.043
17 H 4.604 2.212 -0.441
18 H 5.759 1.255 -1.404
19 H -1.987 5.159 -0.591
20 H 2.839 3.683 1.298
21 H 1.538 1.557 -5.400
22 H -4.415 -3.322 4.073
23 H 1.897 9.099 2.457
24 C 2.610 8.603 1.797
25 H -3.346 -7.422 -0.405
26 H 3.367 -3.252 -4.460
27 H 5.854 3.857 -4.255
28 H -2.687 -0.322 -5.633
29 C -0.928 3.759 2.178
30 C 5.268 2.229 -1.306
31 C -5.340 -2.340 0.068
32 C 1.655 -3.907 1.331
33 H 0.082 -3.921 4.491
34 H -4.549 -2.332 -0.678
35 C -3.825 -1.271 4.052
36 C -2.281 -7.422 -0.171
37 H -4.527 -3.759 1.501
38 C -0.038 -4.299 3.476
39 C 0.197 0.357 -0.076
40 O -5.158 -1.225 0.947
41 O 4.210 0.191 -3.318
42 C -2.128 2.291 5.276
43 C -2.629 1.919 -2.471
44 H -5.737 -2.223 3.743
45 O 3.312 2.300 -4.577
46 C -4.423 -0.211 0.538
47 C -0.585 -1.007 7.435
48 C 3.076 -0.415 1.593
49 H 2.069 -2.228 -3.807
50 H -1.236 -2.589 -0.892
51 O -3.985 -0.050 -0.575
52 H -2.175 -8.162 0.625
53 H 3.344 4.713 -3.060
54 H -6.272 -3.539 1.546
55 O -4.265 0.591 1.592
56 H 2.061 10.155 0.481
57 O -1.661 4.591 1.452
58 H 6.247 3.292 -5.833
59 H 2.858 0.519 -5.492
60 H -0.236 2.567 4.399
61 C 0.775 -0.287 -2.316
62 H -2.523 1.670 1.508
63 O 5.781 1.743 -4.637
64 H -1.265 -1.174 8.271
65 H -0.129 -2.081 -3.069
66 H -1.800 -3.084 3.050
67 O 3.852 6.237 1.476
68 H -1.716 1.629 6.032
69 H -1.775 -5.683 -3.585
70 H -1.336 -0.368 -4.473
71 C -0.614 -0.755 0.015
72 O 4.643 2.584 -2.515
73 O -2.493 -6.519 2.346
74 H 1.484 1.488 -1.419
75 H 2.813 0.457 4.076
76 H 3.473 8.398 2.428
77 C 2.696 6.353 1.158
78 H -5.138 -2.380 5.411
79 C 2.966 9.579 0.671
80 H 7.439 2.999 -4.605
81 H -4.286 -0.341 4.393
82 H 0.702 -3.807 2.847
83 O 0.978 -5.010 0.759
84 O 0.085 3.192 1.869
85 H -1.343 1.488 3.412
86 H 0.346 -1.516 7.666
87 C -1.966 -0.964 -5.134
88 C -0.267 -6.382 -2.193
89 C -4.850 -2.360 4.361
90 O 3.529 -1.423 0.849
91 H -5.516 -4.441 0.171
92 C 6.365 3.047 -4.769
93 O -1.115 -1.496 6.214
94 C -5.413 -3.622 0.879
95 H -2.237 3.279 5.729
96 H 3.567 4.317 -0.129
97 C 2.428 -2.758 -4.687
98 C 0.150 4.149 -2.839
99 H -0.395 0.065 7.361
100 O -1.670 -4.547 1.686
101 H -3.681 -1.263 2.974
102 O 1.944 7.445 1.317
103 H -3.145 1.986 5.025
104 C 0.312 -3.525 -5.466
105 H 1.486 -0.168 -3.126
106 C 2.322 5.060 -2.920
107 H 2.372 5.570 -1.957
108 O -0.387 5.224 -2.939
109 C -3.599 1.826 1.406
110 O 0.113 -2.201 -5.524
111 H 1.011 -3.366 2.022
112 O 1.208 -4.218 -1.349
113 H 3.286 9.113 -0.262
114 H 0.893 -0.085 5.444
115 H -0.573 -7.426 -2.126
116 P 4.464 1.580 -3.749
117 C 4.100 -1.104 -0.410
118 O -0.451 2.955 -2.933
119 C 1.932 0.020 3.597
120 H -1.677 2.323 -4.292
121 H 3.424 -0.486 -1.005
122 C -0.668 -1.674 -1.019
123 H 0.256 -1.189 4.152
124 H 1.880 -3.190 0.539
125 O 1.962 5.424 0.580
126 N -1.381 -0.967 1.254
127 C -2.083 -5.800 1.479
128 H 2.600 -4.187 1.789
129 C -1.483 -4.125 3.036
130 H -2.280 -5.964 -1.966
131 O -0.486 -4.347 -5.793
132 H -2.477 -1.696 -4.507
133 H 6.088 2.920 -1.083
134 H -0.626 4.086 -0.287
135 O 2.447 -0.926 2.635
136 O -1.639 3.519 3.277
137 C 0.826 0.640 -1.288
138 H -1.349 -4.495 -2.322
139 H 3.813 10.210 0.939
140 C -2.346 -1.145 5.911
141 H 0.293 1.135 0.674
142 C -1.084 -1.732 -6.119
143 H -2.380 0.899 -2.750
144 H 0.580 -6.288 -2.875
145 C 2.598 4.161 0.354
146 O -1.122 -0.251 2.211
147 C -1.825 2.882 -3.359
148 O 1.526 -3.827 -5.010
149 H -2.165 -4.600 3.743
150 H -0.568 5.765 0.156
151 H -3.908 2.518 2.184
152 H 2.854 1.960 -6.583
153 H 2.045 5.691 -3.760
154 H 0.212 -5.361 3.417
155 C -1.450 -5.554 -2.553
156 H 1.386 0.832 3.118
157 H -3.687 2.105 -2.655
158 H -0.814 -1.095 -6.968
159 O 1.456 3.938 -2.802
160 O 3.209 0.763 1.350
161 C 2.611 1.580 -5.597
162 C 0.818 -5.038 -0.565
163 O 0.182 -6.155 -0.845
164 O -3.153 -0.600 6.617
165 H -1.662 -7.755 -0.998
166 H 2.030 3.580 -0.362



Record 6
C4H8Cl2 | ωB97M-V/def2-TZVPD

Summary:
**E_LUMO**: 0.875 eV
**SMILES string**: CC(CCl)CCl
**Calculated total energy**: -1077.57249 Eh
**HOMO-LUMO gap**: 0.413 Eh
**Maximum force**: 0.0639 Eh/bohr
**HOMO**: -0.381 hartree
**Spin multiplicity**: 1

Geometry (Å):
1 C 1.224 -0.742 -0.297
2 C -0.142 -0.271 0.364
3 Cl -1.181 1.215 2.291
4 H 1.102 1.503 1.212
5 H -0.503 -1.070 1.136
6 C -1.117 -0.379 -0.755
7 H -2.028 0.189 -0.555
8 H -0.673 0.047 -1.637
9 H -0.192 1.845 0.139
10 Cl 1.799 0.507 -1.370
11 H 1.989 -1.004 0.451
12 C 0.083 1.116 0.937
13 H 0.978 -1.535 -0.930
14 H -1.340 -1.422 -0.983



> Which formula does entry 1 have?

C3H9NO3



> Look up the maximum force of the second one.

0.0539 Eh/bohr



> What is the formula in the third record?

C5H12N2O2



> What is the formula in the sixth record?

C4H8Cl2